The following is a quantum chemistry calculation of a structure of composition C6H10O, from the OMol25 dataset.

Computed properties:
Gap between HOMO and LUMO in eV: 9.11
Spin multiplicity: 1
ΔE to the lowest compared entry with this formula, charge and spin in kcal/mol: 99.81

Geometry as XYZ:
```
17
Properties=species:S:1:pos:R:3:forces:R:3:lowdin_charge:R:1
C -1.313 -0.441 2.061 -0.153 0.063 0.207 -0.088
O -0.313 -0.680 1.090 0.006 -0.035 -0.101 -0.198
C -0.818 -0.923 -0.157 0.171 -0.092 0.016 -0.139
C -0.299 0.458 -1.290 -0.046 0.207 -0.229 -0.150
C 0.958 1.063 -0.673 0.040 0.103 0.058 -0.138
C 1.614 -0.340 -0.714 0.150 -0.072 0.076 -0.125
C 0.271 -0.929 -1.197 0.020 -0.233 -0.141 -0.246
H -0.830 -0.502 3.039 -0.083 0.016 -0.126 0.089
H -2.113 -1.185 1.985 0.106 0.091 0.006 0.088
H -1.744 0.562 1.934 0.050 -0.138 0.012 0.090
H -1.389 0.155 -0.550 -0.088 0.100 -0.005 0.134
H -0.856 0.847 -2.141 0.039 -0.064 0.169 0.132
H 1.442 1.806 -1.313 -0.083 -0.107 0.086 0.108
H 0.816 1.485 0.327 0.033 -0.049 -0.141 0.106
H 2.393 -0.412 -1.477 -0.129 0.018 0.102 0.107
H 1.988 -0.735 0.233 -0.032 0.055 -0.141 0.103
H 0.216 -1.684 -1.979 -0.001 0.138 0.152 0.129
```
Positions in Å, forces in eV/Å.